<a>
{
  "formula": "C27H35N9O6P2Se2Ta",
  "method": "ωB97M-V/def2-TZVPD",
  "mol_weight_g_mol": 982.5,
  "gap_ev": 7.2,
  "e_homo_ha": -0.587,
  "charge": 3,
  "e_lumo_ev": -8.745,
  "elements": ["Ta", "Se", "N", "C", "C", "C", "C", "C", "N", "C", "C", "N", "C", "C", "C", "C", "C", "N", "H", "H", "H", "H", "H", "H", "N", "C", "C", "P", "O", "O", "O", "P", "O", "O", "O", "H", "H", "H", "H", "H", "H", "H", "H", "C", "C", "N", "H", "H", "H", "C", "N", "C", "C", "N", "N", "C", "C", "H", "H", "H", "H", "H", "H", "H", "H", "H", "H", "H", "H", "H", "Se", "C", "C", "C", "C", "C", "C", "H", "H", "H", "H", "H"],
  "positions_angstrom": [[0.172, 0.401, 0.053], [6.399, 5.234, -1.024], [6.137, 3.511, -1.312], [4.900, 3.248, -0.969], [4.294, 1.934, -1.087], [4.979, 0.851, -1.637], [4.320, -0.352, -1.768], [3.009, -0.444, -1.333], [2.343, 0.565, -0.767], [2.974, 1.760, -0.656], [2.207, 2.878, -0.127], [0.934, 2.627, 0.260], [0.171, 3.658, 0.609], [0.633, 4.969, 0.654], [1.944, 5.226, 0.333], [2.753, 4.161, -0.077], [4.136, 4.351, -0.476], [4.760, 5.502, -0.424], [6.002, 0.984, -1.967], [4.797, -1.214, -2.213], [2.468, -1.367, -1.485], [-0.850, 3.436, 0.880], [-0.044, 5.757, 0.950], [2.361, 6.224, 0.372], [-2.551, -0.340, -4.288], [-2.221, 0.276, -2.946], [-3.084, 1.520, -2.732], [-2.407, -1.012, -1.650], [-3.895, -0.809, -1.179], [-2.064, -2.331, -2.199], [-1.504, -0.456, -0.512], [-0.445, 0.758, -3.013], [0.387, -0.594, -2.702], [-0.163, 1.321, -4.329], [-0.236, 1.472, -1.664], [-3.547, -0.249, -4.507], [-2.318, -1.342, -4.285], [-2.009, 0.146, -5.019], [-4.142, 1.263, -2.780], [-2.857, 2.284, -3.478], [-2.894, 1.939, -1.745], [-4.398, -1.607, -0.966], [0.715, -1.069, -3.479], [3.389, 0.850, 3.848], [2.464, 0.726, 2.740], [1.715, 0.632, 1.878], [4.079, 1.672, 3.661], [3.953, -0.075, 3.966], [2.829, 1.053, 4.762], [-0.156, -2.114, 3.220], [-0.509, -2.845, 2.005], [-1.547, -3.863, 2.191], [0.204, -2.748, 0.877], [0.782, -1.562, 0.504], [0.393, -3.828, 0.116], [0.692, -3.717, -1.308], [0.561, -5.179, 0.665], [0.109, -2.837, 3.994], [-0.996, -1.519, 3.575], [0.690, -1.462, 3.029], [-2.375, -3.407, 2.732], [-1.194, -4.706, 2.785], [-1.903, -4.217, 1.228], [1.689, -1.781, 0.110], [1.772, -3.719, -1.489], [0.218, -2.829, -1.714], [0.268, -4.584, -1.813], [0.716, -5.139, 1.738], [1.452, -5.612, 0.212], [-0.290, -5.818, 0.434], [-1.131, 1.070, 2.050], [-2.990, 0.591, 1.841], [-3.380, -0.738, 1.863], [-4.729, -1.054, 1.903], [-5.681, -0.043, 1.900], [-5.282, 1.287, 1.865], [-3.932, 1.611, 1.847], [-2.630, -1.517, 1.839], [-5.040, -2.091, 1.952], [-6.733, -0.290, 1.942], [-6.020, 2.077, 1.875], [-3.624, 2.649, 1.862]]
}

***

<b>
{
  "formula": "C27H35N9O6P2Se2Ta",
  "method": "ωB97M-V/def2-TZVPD",
  "mol_weight_g_mol": 982.5,
  "gap_ev": 6.7,
  "e_homo_ha": -0.583,
  "charge": 3,
  "e_lumo_ev": -9.135,
  "elements": ["Ta", "Se", "N", "C", "C", "C", "C", "C", "N", "C", "C", "N", "C", "C", "C", "C", "C", "N", "H", "H", "H", "H", "H", "H", "N", "C", "C", "P", "O", "O", "O", "P", "O", "O", "O", "H", "H", "H", "H", "H", "H", "H", "H", "C", "C", "N", "H", "H", "H", "C", "N", "C", "C", "N", "N", "C", "C", "H", "H", "H", "H", "H", "H", "H", "H", "H", "H", "H", "H", "H", "Se", "C", "C", "C", "C", "C", "C", "H", "H", "H", "H", "H"],
  "positions_angstrom": [[-0.052, -0.549, 0.270], [-2.972, 1.111, -6.990], [-3.630, 1.263, -5.355], [-2.705, 0.828, -4.538], [-2.861, 0.786, -3.087], [-4.033, 1.190, -2.454], [-4.096, 1.131, -1.081], [-2.992, 0.679, -0.377], [-1.861, 0.272, -0.966], [-1.800, 0.322, -2.313], [-0.570, -0.137, -2.919], [0.385, -0.588, -2.073], [1.508, -1.064, -2.624], [1.752, -1.068, -3.993], [0.792, -0.588, -4.846], [-0.403, -0.124, -4.301], [-1.490, 0.378, -5.136], [-1.426, 0.448, -6.443], [-4.862, 1.545, -3.054], [-4.982, 1.436, -0.542], [-3.007, 0.654, 0.696], [2.239, -1.487, -1.962], [2.686, -1.474, -4.357], [0.927, -0.571, -5.921], [4.246, -1.150, 2.109], [3.321, 0.040, 1.858], [4.060, 1.338, 2.173], [2.678, -0.038, 0.165], [3.969, 0.149, -0.687], [1.979, -1.393, 0.046], [1.547, 0.953, -0.069], [1.880, -0.305, 3.032], [1.512, 1.102, 3.641], [2.427, -1.275, 3.993], [0.681, -0.712, 2.148], [4.086, -1.933, 1.471], [3.999, -1.489, 3.067], [5.231, -0.884, 2.056], [4.933, 1.454, 1.529], [4.383, 1.357, 3.215], [3.402, 2.191, 2.016], [3.909, 0.361, -1.633], [1.833, 1.210, 4.552], [-3.794, -2.585, 2.553], [-2.700, -1.854, 1.920], [-1.828, -1.293, 1.438], [-4.742, -2.312, 2.091], [-3.826, -2.353, 3.618], [-3.627, -3.655, 2.426], [-2.071, 0.801, 3.678], [-1.219, 1.941, 3.405], [-0.729, 2.627, 4.602], [-0.811, 2.279, 2.172], [-0.730, 1.414, 1.146], [-0.481, 3.577, 1.968], [0.352, 3.983, 0.843], [-1.238, 4.675, 2.583], [-2.702, 1.041, 4.533], [-1.491, -0.095, 3.912], [-2.717, 0.613, 2.828], [-0.431, 1.871, 5.330], [-1.498, 3.249, 5.059], [0.129, 3.245, 4.357], [-0.704, 1.975, 0.300], [-0.248, 4.227, -0.041], [1.063, 3.201, 0.592], [0.901, 4.880, 1.125], [-2.106, 4.292, 3.110], [-1.586, 5.339, 1.791], [-0.621, 5.252, 3.270], [-0.755, -2.876, -0.364], [0.379, -3.658, -1.677], [-0.159, -3.856, -2.943], [0.602, -4.509, -3.904], [1.876, -4.962, -3.593], [2.389, -4.787, -2.312], [1.638, -4.140, -1.339], [-1.166, -3.527, -3.172], [0.188, -4.684, -4.889], [2.459, -5.487, -4.338], [3.365, -5.183, -2.061], [2.015, -4.029, -0.332]]
}

***

Which one is most stable, and which one is least stable? <a> is the most stable of them, while <b> is the least stable.

***

<a>
{
  "formula": "C3H3NO",
  "method": "ωB97M-V/def2-TZVPD",
  "mol_weight_g_mol": 69.1,
  "gap_ev": 10.5,
  "e_homo_ha": -0.402,
  "smiles": "CC(=O)C#N",
  "e_lumo_ev": -0.460,
  "elements": ["C", "C", "O", "C", "N", "H", "H", "H"],
  "positions_angstrom": [[-0.798, -0.550, 0.049], [0.190, 0.491, 0.385], [0.034, 1.415, 1.085], [1.330, 0.626, -0.425], [2.051, 0.485, -1.427], [-0.677, -1.405, 0.859], [-1.799, -0.079, 0.259], [-0.331, -0.983, -0.785]]
}

***

<b>
{
  "formula": "C3H3NO",
  "method": "ωB97M-V/def2-TZVPD",
  "mol_weight_g_mol": 69.1,
  "gap_ev": 10.8,
  "e_homo_ha": -0.370,
  "smiles": "O=C[C@@H]1C=N1",
  "e_lumo_ev": 0.760,
  "elements": ["O", "C", "C", "C", "N", "H", "H", "H"],
  "positions_angstrom": [[1.365, -1.442, 0.347], [1.227, -0.270, 0.103], [-0.073, 0.358, -0.284], [-1.363, 0.044, 0.311], [-1.165, -0.623, -0.722], [2.095, 0.425, 0.093], [0.023, 1.274, -0.866], [-2.149, 0.260, 1.025]]
}

***

<c>
{
  "formula": "C3H3NO",
  "method": "ωB97M-V/def2-TZVPD",
  "mol_weight_g_mol": 69.1,
  "gap_ev": 10.4,
  "e_homo_ha": -0.359,
  "smiles": "C#C/C=N/O",
  "e_lumo_ev": 0.598,
  "elements": ["C", "C", "C", "N", "O", "H", "H", "H"],
  "positions_angstrom": [[-2.542, 0.126, 0.227], [-1.332, -0.028, 0.287], [0.034, -0.172, 0.445], [0.803, -0.073, -0.523], [2.233, 0.116, -0.291], [-3.577, 0.171, -0.014], [0.510, -0.137, 1.402], [2.623, 0.001, -1.156]]
}

***

<d>
{
  "formula": "C3H3NO",
  "method": "ωB97M-V/def2-TZVPD",
  "mol_weight_g_mol": 69.1,
  "gap_ev": 10.1,
  "e_homo_ha": -0.332,
  "smiles": "c1cocn1",
  "e_lumo_ev": 1.105,
  "elements": ["C", "C", "O", "C", "N", "H", "H", "H"],
  "positions_angstrom": [[0.843, -0.500, -0.137], [-0.330, -0.602, -0.794], [-1.257, 0.234, -0.402], [-0.316, 1.082, 0.840], [0.778, 0.510, 0.815], [1.583, -1.269, -0.116], [-0.441, -1.349, -1.583], [-0.814, 1.893, 1.377]]
}

***

Which one is most stable, and which one is least stable? <d> is the most stable of them, while <c> is the least stable.

***

<a>
{
  "formula": "C3H3NO",
  "method": "ωB97M-V/def2-TZVPD",
  "mol_weight_g_mol": 69.1,
  "gap_ev": 10.8,
  "e_homo_ha": -0.357,
  "smiles": "c1cocn1",
  "e_lumo_ev": 1.064,
  "elements": ["C", "C", "O", "C", "N", "H", "H", "H"],
  "positions_angstrom": [[-0.681, 0.467, -0.576], [-0.150, 0.873, 0.592], [0.748, -0.112, 1.002], [0.816, -0.959, -0.120], [0.031, -0.659, -1.088], [-1.572, 0.771, -1.073], [-0.627, 1.415, 1.471], [1.434, -1.795, -0.209]]
}

***

<b>
{
  "formula": "C3H3NO",
  "method": "ωB97M-V/def2-TZVPD",
  "mol_weight_g_mol": 69.1,
  "gap_ev": 10.7,
  "e_homo_ha": -0.359,
  "smiles": "O=C[C@@H]1C=N1",
  "e_lumo_ev": 0.875,
  "elements": ["O", "C", "C", "C", "N", "H", "H", "H"],
  "positions_angstrom": [[-0.777, -0.139, 1.691], [0.078, -0.647, 1.040], [0.182, -0.269, -0.452], [-0.022, 1.130, -0.792], [-0.994, 0.418, -1.004], [0.797, -1.459, 1.323], [0.385, -1.119, -1.110], [0.350, 2.084, -0.695]]
}

***

Which one is most stable, and which one is least stable? <a> is the most stable of them, while <b> is the least stable.